--- 1 ---
The following is a quantum chemistry calculation of one molecule with the formula C8H11N3O, from OMol25.

Values from the calculation:
Spin multiplicity: 1
Structure (SMILES): CCN(Cc1ccncc1)N=O
Total charge: 0
Frontier orbital gap (eV): 9.38

The geometry in XYZ format:
```
23
Properties=species:S:1:pos:R:3:mulliken_charge:R:1
C 1.284 1.079 1.359 -0.895
C 2.117 1.185 -0.028 -0.514
N 1.735 -0.270 -0.604 0.534
C 0.456 -0.569 -1.293 -1.889
C -0.918 -0.496 -0.725 1.051
C -1.805 0.524 -1.073 -0.273
C -2.995 0.550 -0.396 -0.168
N -3.459 -0.363 0.485 -0.512
C -2.543 -1.364 0.765 -0.329
C -1.202 -1.407 0.374 -0.185
N 2.513 -1.327 -0.285 -0.142
O 3.552 -1.107 0.194 -0.481
H 1.470 1.982 1.882 0.421
H 0.141 0.540 1.392 0.165
H 1.861 0.332 1.923 0.309
H 1.637 2.089 -0.479 0.303
H 3.245 1.183 0.285 0.332
H 0.804 -1.446 -1.682 0.723
H 0.419 0.112 -2.115 0.519
H -1.157 1.638 -1.341 0.158
H -3.991 1.266 -0.654 0.275
H -2.967 -1.938 1.682 0.336
H -0.196 -2.193 0.333 0.263
```

=====

--- 2 ---
The following is a quantum chemistry calculation of C8H11N3O as an isolated structure, from OMol25.

Values from the calculation:
Spin multiplicity: 1
Total charge: 0
Frontier orbital gap (eV): 8.67

The geometry in XYZ format:
```
23
Properties=species:S:1:pos:R:3:mulliken_charge:R:1
C 2.443 0.739 1.251 -0.772
C 3.103 -1.003 -0.614 -0.743
C 0.193 0.634 -0.579 -0.059
C -1.207 0.323 -0.336 0.932
C -2.207 1.270 -0.141 -0.374
C -3.540 0.899 0.019 -0.515
C -3.758 -0.569 0.276 -0.240
C -1.410 -0.980 -0.226 -0.283
H 3.404 1.299 0.897 0.345
H 1.545 1.641 1.312 0.205
H 2.528 0.278 2.346 0.249
H 4.034 -0.840 -0.605 0.433
H 2.467 -2.171 -0.093 0.164
H 2.781 -0.924 -1.827 0.182
H 0.455 -1.124 0.279 0.280
H -1.965 2.275 -0.425 0.450
H -4.440 1.412 -0.195 0.414
H -4.766 -1.228 -0.071 0.281
H -0.779 -1.890 -0.037 0.441
N 2.356 0.020 -0.060 0.176
N 0.985 -0.437 -0.443 -0.301
N -2.615 -1.448 0.099 -0.642
O 0.393 1.822 -0.826 -0.620
```

=====

Short version: 2 is the least stable of them.

=====

--- 1 ---
The following is a quantum chemistry calculation of a 2-piece molecular cluster, CH2N4 overall, from OMol25.

Values from the calculation:
Spin multiplicity: 1
Total charge: 0
Frontier orbital gap (eV): 11.10

The geometry in XYZ format:
```
7
Properties=species:S:1:pos:R:3:mulliken_charge:R:1
C 0.540 0.762 1.606 0.048
N -0.031 1.731 1.813 -0.333
N -0.794 -1.910 -1.986 -0.391
N -0.545 -1.008 -1.358 0.701
N -0.499 0.004 -0.729 -0.603
H 0.963 -0.165 1.588 0.291
H 0.365 0.586 -0.933 0.287
```

=====

--- 2 ---
The following is a quantum chemistry calculation of CH2N4 as an isolated structure, from OMol25.

Values from the calculation:
Spin multiplicity: 1
Total charge: 0
Frontier orbital gap (eV): 9.17

The geometry in XYZ format:
```
7
Properties=species:S:1:pos:R:3:mulliken_charge:R:1
C 0.054 1.328 -1.075 0.411
N 0.584 2.059 -1.820 -0.400
N 0.188 -1.311 1.065 -0.190
N 0.035 -0.123 1.208 -0.002
N -0.624 0.405 -0.463 -0.419
H 0.502 -1.816 1.795 0.258
H -0.740 -0.541 -0.710 0.342
```

=====

--- 3 ---
The following is a quantum chemistry calculation of one molecule with the formula CH2N4, from OMol25.

Values from the calculation:
Spin multiplicity: 1
Structure (SMILES): c1nn[nH]n1
Total charge: 0
Frontier orbital gap (eV): 11.86

The geometry in XYZ format:
```
7
Properties=species:S:1:pos:R:3:mulliken_charge:R:1
C 0.660 -0.186 0.911 0.012
N -0.317 0.695 0.826 -0.220
N -0.939 0.632 -0.352 -0.396
N -0.287 -0.290 -0.965 0.311
N 0.818 -0.744 -0.269 -0.485
H 1.235 -0.160 1.732 0.443
H -0.119 -0.776 -1.877 0.335
```

=====

--- 4 ---
The following is a quantum chemistry calculation of CH2N4 as an isolated structure, from OMol25.

Values from the calculation:
Spin multiplicity: 1
Total charge: 0
Frontier orbital gap (alpha / beta) (eV): 8.88 / 8.87

The geometry in XYZ format:
```
7
Properties=species:S:1:pos:R:3:mulliken_charge:R:1
C -1.784 -0.156 0.019 0.352
N -2.927 -0.059 0.144 -0.410
N 1.832 0.237 0.030 -0.184
N 0.837 0.848 -0.138 0.055
N -0.547 -0.398 -0.243 -0.396
H 2.708 0.753 0.036 0.292
H -0.119 -1.225 0.151 0.292
```

=====

Short version: 2 is the least stable of them.

=====

--- 1 ---
The following is a quantum chemistry calculation of one molecule with the formula C2H4N2O, from OMol25.

Values from the calculation:
Spin multiplicity: 1
Structure (SMILES): [H]/N=C/NC=O
Total charge: 0
Frontier orbital gap (eV): 10.46

The geometry in XYZ format:
```
9
Properties=species:S:1:pos:R:3:mulliken_charge:R:1
H 2.323 -1.256 -0.027 0.249
N 1.313 -1.171 -0.049 -0.511
C 0.995 0.064 -0.028 -0.007
N -0.308 0.631 -0.203 -0.187
C -1.502 -0.081 -0.023 0.036
O -1.738 -1.240 -0.083 -0.426
H 1.680 0.903 0.033 0.302
H -0.423 1.537 0.130 0.277
H -2.341 0.613 0.251 0.267
```

=====

--- 2 ---
The following is a quantum chemistry calculation of one molecule with the formula C2H4N2O, from OMol25.

Values from the calculation:
Spin multiplicity: 1
Structure (SMILES): [H]/N=C/NC=O
Total charge: 0
Frontier orbital gap (eV): 9.99

The geometry in XYZ format:
```
9
Properties=species:S:1:pos:R:3:mulliken_charge:R:1
H 2.280 -1.249 -0.052 0.257
N 1.215 -1.123 0.011 -0.445
C 0.957 0.102 0.012 -0.088
N -0.336 0.673 -0.147 -0.212
C -1.463 -0.059 -0.040 0.073
O -1.469 -1.320 -0.064 -0.507
H 1.598 0.889 -0.342 0.312
H -0.373 1.616 0.404 0.302
H -2.409 0.470 0.217 0.308
```

=====

Short version: 2 is the least stable of them.

=====

--- 1 ---
The following is a quantum chemistry calculation of CH3N3O as an isolated structure, from OMol25.

Values from the calculation:
Spin multiplicity: 1
Total charge: 0
Frontier orbital gap (eV): 10.25

The geometry in XYZ format:
```
8
Properties=species:S:1:pos:R:3:mulliken_charge:R:1
C 0.926 0.325 0.152 -0.016
O 2.079 -0.111 -0.132 -0.574
N -1.228 -0.818 0.366 -0.046
N 0.053 -0.629 -0.138 -0.153
N -2.060 0.073 0.198 -0.300
H 1.171 -1.097 -0.618 0.526
H -1.671 0.907 -0.288 0.224
H 0.730 1.350 0.462 0.339
```

=====

--- 2 ---
The following is a quantum chemistry calculation of a 2-piece molecular cluster, CH3N3O overall, from OMol25.

Values from the calculation:
Spin multiplicity: 1
Total charge: 0
Frontier orbital gap (alpha / beta) (eV): 9.36 / 8.68

The geometry in XYZ format:
```
8
Properties=species:S:1:pos:R:3:mulliken_charge:R:1
C 0.468 -0.596 0.035 0.133
N -0.328 0.155 -0.467 -0.150
N 0.062 -2.617 -0.050 -0.385
N -0.008 2.020 0.639 -0.385
O -0.461 1.442 -0.474 -0.054
H 1.313 -0.581 0.650 0.361
H -0.507 -2.808 -0.957 0.222
H -0.540 2.983 0.624 0.259
```

=====

Short version: 2 is the least stable of them.

=====

--- 1 ---
The following is a quantum chemistry calculation of one molecule with the formula C2H6N6, from OMol25.

Values from the calculation:
Spin multiplicity: 1
Structure (SMILES): C/N=c1/nn[nH]n1N
Total charge: 0
Frontier orbital gap (eV): 8.70

The geometry in XYZ format:
```
14
Properties=species:S:1:pos:R:3:mulliken_charge:R:1
C -0.050 1.895 -1.064 -0.880
N 0.963 1.640 -0.177 -0.404
C 0.609 0.551 0.516 0.482
N 1.448 0.186 1.656 -0.248
N 0.843 -0.836 2.214 -0.231
N -0.344 -1.157 1.595 -0.116
N -0.438 -0.564 0.323 0.037
N -0.252 -1.541 -0.773 -0.452
H -0.176 2.883 -1.352 0.429
H -1.128 1.461 -1.133 0.245
H 0.413 1.526 -1.913 0.369
H -0.889 -2.140 1.789 0.315
H 0.315 -2.201 -0.729 0.171
H -1.313 -1.703 -0.952 0.285
```

=====

--- 2 ---
The following is a quantum chemistry calculation of a 2-piece molecular cluster, C2H6N6 overall, from OMol25.

Values from the calculation:
Spin multiplicity: 1
Total charge: 0
Frontier orbital gap (alpha / beta) (eV): 8.83 / 8.83

The geometry in XYZ format:
```
14
Properties=species:S:1:pos:R:3:mulliken_charge:R:1
C 0.804 -0.758 0.807 0.411
C 0.120 0.155 0.062 0.150
N 0.918 -0.200 2.028 -0.601
N -0.289 1.188 0.745 -0.475
N 0.322 0.989 1.950 0.180
N 1.265 -2.027 0.492 -0.540
N -1.683 1.141 -2.033 -0.341
N -0.788 0.094 -1.978 -0.331
H 0.505 1.522 2.739 0.225
H 2.157 -2.330 1.013 0.274
H 1.380 -2.149 -0.500 0.246
H -1.187 2.042 -2.181 0.281
H -2.453 1.177 -1.321 0.258
H -1.072 -0.843 -1.825 0.263
```

=====

--- 3 ---
The following is a quantum chemistry calculation of a 2-piece molecular cluster, C2H6N6 overall, from OMol25.

Values from the calculation:
Spin multiplicity: 1
Structure (SMILES): Nc1cn[nH]n1.[H]/N=N/[H]
Total charge: 0
Frontier orbital gap (eV): 9.16

The geometry in XYZ format:
```
14
Properties=species:S:1:pos:R:3:mulliken_charge:R:1
N 0.743 2.227 -0.291 -0.431
C 0.822 0.927 -0.126 0.369
C 2.086 0.238 0.186 -0.329
N 1.829 -1.053 0.195 -0.770
N 0.512 -1.123 0.100 0.539
N -0.138 0.040 -0.063 -0.507
H 1.574 2.729 -0.420 0.184
H -0.056 2.868 0.024 0.235
H 3.030 0.660 0.281 0.430
H 0.019 -1.989 0.111 0.299
H -2.705 -1.834 1.342 0.231
N -3.018 -1.415 0.424 -0.407
N -2.135 -1.350 -0.463 -0.063
H -2.562 -0.926 -1.302 0.220
```

=====

Short version: 1 is the least stable of them.

=====

--- 1 ---
The following is a quantum chemistry calculation of a 2-piece molecular cluster, CH5O2P overall, from OMol25.

Values from the calculation:
Spin multiplicity: 1
Total charge: 0
Frontier orbital gap (eV): 8.70

The geometry in XYZ format:
```
9
Properties=species:S:1:pos:R:3:mulliken_charge:R:1
C -0.531 1.300 0.821 -0.363
O 0.825 -1.613 -2.028 -0.561
O 0.340 0.484 -0.852 -0.461
P 0.478 -1.041 -0.732 0.504
H -0.321 2.344 0.609 0.250
H -0.004 0.575 1.315 0.293
H -1.519 0.916 0.696 0.273
H 1.360 -1.262 0.347 0.033
H -0.629 -1.704 -0.175 0.033
```

=====

--- 2 ---
The following is a quantum chemistry calculation of CH5O2P as an isolated structure, from OMol25.

Values from the calculation:
Spin multiplicity: 1
Total charge: 0
Frontier orbital gap (eV): 8.12

The geometry in XYZ format:
```
9
Properties=species:S:1:pos:R:3:mulliken_charge:R:1
C -0.248 -1.533 0.303 -0.452
O 0.554 -1.126 1.298 -0.416
O -1.818 1.620 -1.298 -0.497
P -0.949 0.728 -0.182 0.195
H -1.002 -2.253 0.632 0.245
H 0.025 -0.751 1.925 0.317
H -1.614 1.394 -2.188 0.304
H 0.351 -1.766 -0.508 0.296
H -2.131 0.716 0.690 0.008
```

=====

Short version: 2 is the least stable of them.

=====

--- 1 ---
The following is a quantum chemistry calculation of one molecule with the formula C2H5FN2, from OMol25.

Values from the calculation:
Spin multiplicity: 1
Structure (SMILES): CC/N=N\F
Total charge: 0
Frontier orbital gap (eV): 10.90

The geometry in XYZ format:
```
10
Properties=species:S:1:pos:R:3:mulliken_charge:R:1
C -1.274 0.365 -0.226 -1.032
C 0.007 -0.325 0.360 -0.164
N 1.033 0.613 0.497 -0.028
N 2.277 0.518 0.193 -0.041
F 2.619 -0.692 -0.535 -0.237
H -2.269 -0.209 -0.422 0.301
H -1.496 1.192 0.365 0.329
H -1.105 0.527 -1.313 0.284
H 0.439 -1.184 -0.279 0.337
H -0.230 -0.804 1.360 0.251
```

=====

--- 2 ---
The following is a quantum chemistry calculation of one molecule with the formula C2H5FN2, from OMol25.

Values from the calculation:
Spin multiplicity: 1
Structure (SMILES): N/N=C\CF
Total charge: 0
Frontier orbital gap (eV): 9.84

The geometry in XYZ format:
```
10
Properties=species:S:1:pos:R:3:mulliken_charge:R:1
N -0.568 1.265 -0.562 -0.347
N 0.707 1.185 -0.186 -0.377
C 0.995 -0.038 0.271 -0.192
C -0.108 -1.051 0.478 -0.113
F -0.757 -1.434 -0.686 -0.287
H -0.755 2.229 -0.917 0.262
H -1.058 0.627 -1.206 0.210
H 1.986 -0.141 0.735 0.371
H 0.405 -1.923 0.804 0.228
H -0.848 -0.719 1.269 0.243
```

=====

Short version: 1 is the least stable of them.